Record 1
{"formula": "C6H11N2O", "method": "the ωB97M-V functional and the def2-TZVPD basis", "smiles": "C[N+]1=COC=C[C@H](N)C1", "multiplicity": 1, "charge": 1, "relative_energy_kj_mol": 290.8, "max_force_ha_per_bohr": 0.0831, "elements": ["O", "N", "N", "C", "C", "C", "C", "C", "C", "H", "H", "H", "H", "H", "H", "H", "H", "H", "H", "H"], "coordinates": [[-0.712915, 1.914646, 0.259171], [1.089763, 0.553624, -0.127542], [-0.707328, -1.537281, 1.053596], [-1.829141, 1.212600, -0.046945], [-2.094206, -0.063876, -0.306621], [-0.995570, -1.039940, -0.288032], [0.306661, -0.497890, -0.836896], [2.458035, 0.273963, 0.005973], [0.553121, 1.644602, 0.334073], [1.084311, 2.530054, 0.583638], [0.119197, -0.029516, -1.816977], [-0.920580, -2.521604, 1.217203], [-3.026782, -0.567823, -0.005406], [3.042537, 1.038521, 0.486400], [-1.075114, -0.969458, 1.843865], [2.880522, 0.223495, -1.103117], [-2.734245, 1.853553, 0.065460], [-1.100817, -1.937307, -0.931919], [2.685590, -0.693031, 0.611567], [0.976962, -1.387333, -0.997491]], "forces_ev_per_angstrom": [[0.66, 1.01, -0.09], [-2.14, 0.20, 1.57], [-0.37, -0.01, 1.45], [-4.07, -0.21, 0.17], [0.99, -0.78, 1.47], [1.68, -1.01, 0.39], [0.86, -0.18, -1.85], [3.52, -1.81, -1.61], [-0.71, -1.47, -1.88], [0.94, 0.20, 0.74], [0.09, -0.40, 0.02], [-0.04, 0.52, -0.14], [-0.24, 1.13, -1.03], [-0.20, 0.63, 0.27], [0.24, -0.66, -1.09], [-0.60, -0.36, 2.37], [1.22, -0.12, 0.07], [-0.72, 0.58, 0.19], [-0.75, 1.50, -1.36], [-0.39, 1.24, 0.35]], "lowdin_charge": [0.101, -0.080, 0.063, -0.086, -0.015, -0.396, -0.082, -0.040, -0.023, 0.180, 0.155, 0.094, 0.149, 0.091, 0.108, 0.160, 0.154, 0.164, 0.151, 0.152]}

---

Record 2
{"formula": "C6H11N2O2S", "method": "the ωB97M-V functional and the def2-TZVPD basis", "multiplicity": 1, "charge": 1, "relative_energy_kj_mol": 48.4, "max_force_ha_per_bohr": 0.0603, "elements": ["S", "O", "O", "N", "N", "C", "C", "C", "C", "C", "C", "H", "H", "H", "H", "H", "H", "H", "H", "H", "H", "H"], "coordinates": [[3.496616, 0.500985, 0.225650], [1.136366, 1.851853, 0.850850], [-0.315928, 1.012388, -0.692395], [1.669014, -1.032991, -1.045998], [0.305291, -1.739177, 1.417130], [-2.579857, 1.038269, -0.075645], [-1.335046, 1.924128, -0.275069], [0.566046, -1.885717, -0.967821], [1.864277, 0.102203, -0.386695], [0.788928, 1.102269, -0.047975], [-0.095982, -2.165763, 0.188077], [-1.135388, 2.333869, 0.683332], [0.174883, -2.159859, -1.903160], [-3.105573, 1.281839, 0.852603], [-3.342234, 1.258093, -0.937677], [0.983315, -1.053578, 1.565548], [2.512368, -1.357508, -1.571188], [-0.112802, -2.285242, 2.118010], [-2.191563, -0.027168, -0.042814], [-0.786482, -2.991573, 0.152793], [3.020960, 1.578341, 0.890477], [-1.517199, 2.714342, -0.998031]], "forces_ev_per_angstrom": [[-1.30, -0.48, -0.90], [-1.55, 0.25, -0.72], [0.53, 0.29, -0.67], [1.92, 1.28, 0.00], [-2.10, -1.37, -1.82], [-0.97, 0.00, -1.71], [-2.51, -0.46, 0.39], [-1.19, 0.70, 0.25], [1.49, -1.13, -0.27], [1.87, 0.07, 2.26], [2.44, 0.39, -0.17], [0.90, 0.54, 0.56], [-0.30, -0.79, -0.94], [0.23, -0.12, -0.12], [1.42, -1.02, 1.54], [0.94, 0.84, 0.57], [-0.91, -0.14, 0.71], [0.07, -0.07, 1.58], [-1.04, 1.15, -0.16], [-0.53, 0.24, 0.09], [0.11, -0.03, -0.25], [0.49, -0.15, -0.20]], "lowdin_charge": [0.968, 0.067, 0.053, 0.050, 0.154, -0.041, -0.170, -0.091, -0.433, -0.515, -0.116, 0.109, 0.110, 0.076, 0.118, 0.075, 0.186, 0.103, 0.086, 0.138, -0.066, 0.139]}

---

Record 3
{"formula": "C6H11N2O2S", "method": "the ωB97M-V functional and the def2-TZVPD basis", "multiplicity": 1, "charge": 1, "relative_energy_kj_mol": 0.0, "max_force_ha_per_bohr": 0.0807, "elements": ["S", "O", "O", "N", "N", "C", "C", "C", "C", "C", "C", "H", "H", "H", "H", "H", "H", "H", "H", "H", "H", "H"], "coordinates": [[2.562016, -0.945646, -0.311095], [2.189900, 0.063268, -1.243440], [1.128419, -0.696246, 0.966481], [-1.012893, -1.276089, 0.079538], [-0.496420, 0.838492, 0.108383], [0.143781, 2.113394, 0.397445], [-0.009285, -0.358076, 0.424077], [-3.376400, -1.341340, -0.891123], [-1.848225, 0.630006, -0.284982], [-2.103955, -0.682502, -0.452768], [3.934811, -0.217138, 0.674325], [0.971863, 2.074813, -0.294724], [-0.431569, 2.976828, 0.253150], [-0.950145, -2.294156, 0.052063], [0.226015, 2.211848, 1.408346], [4.786236, -0.532058, 0.181532], [-2.418792, 1.511242, -0.452292], [3.940865, -0.550208, 1.784781], [3.755645, 0.849629, 0.656454], [-3.406305, -1.098278, -1.943481], [-4.231623, -0.895286, -0.389611], [-3.353943, -2.382496, -0.723057]], "forces_ev_per_angstrom": [[-0.06, -0.49, 2.09], [-0.19, 1.11, -1.61], [0.66, 0.17, -0.33], [1.96, -1.06, -0.02], [-2.44, -1.11, 0.69], [0.16, -1.32, -2.24], [-1.03, -1.82, -0.71], [0.87, 1.46, -0.13], [1.17, 1.58, -0.77], [-0.66, 1.39, 1.47], [-2.97, -0.24, 2.88], [0.83, 0.79, 0.69], [-1.48, 0.79, -1.38], [0.64, 0.50, 0.40], [1.63, -0.30, 2.88], [1.93, -0.53, -1.03], [-0.48, 0.24, -0.32], [-0.11, 0.21, -1.97], [0.19, 0.24, -0.22], [-0.57, -0.38, -0.42], [0.01, -0.03, 0.00], [-0.06, -1.20, 0.05]], "lowdin_charge": [1.058, -0.428, -0.158, 0.199, -0.002, 0.051, -0.399, 0.022, 0.040, -0.261, -0.188, 0.102, 0.093, 0.191, 0.083, 0.022, 0.134, 0.113, 0.059, 0.096, 0.101, 0.073]}

---

Record 4
{"formula": "C6H11N2O3S3", "method": "the ωB97M-V functional and the def2-TZVPD basis", "multiplicity": 1, "charge": 1, "relative_energy_kj_mol": 14.3, "max_force_ha_per_bohr": 0.1126, "elements": ["S", "S", "S", "O", "O", "O", "N", "N", "C", "C", "C", "C", "C", "C", "H", "H", "H", "H", "H", "H", "H", "H", "H", "H", "H"], "coordinates": [[-3.540834, 0.842588, -0.472596], [-1.756392, -1.655054, 0.016342], [1.338431, 0.030349, 0.311164], [-2.624489, -2.770487, 0.070533], [-0.844835, 1.053148, -2.569931], [-1.442175, -0.993259, 1.246918], [-1.035722, 1.433830, -0.221964], [-2.449480, 2.738640, 0.976152], [-2.227999, 1.776672, 0.191146], [-0.905006, 0.468158, -1.270356], [-2.401770, -0.346559, -1.062523], [3.035993, -0.676391, 0.128094], [-0.288873, -1.940595, -1.053694], [0.298684, -0.512068, -1.162632], [3.380286, -0.594642, -1.027642], [3.124801, -1.655258, 0.447475], [-2.757338, -0.715433, -1.959811], [0.056849, 1.432559, -2.595775], [0.763258, -0.408602, -2.107276], [0.358402, -2.683918, -0.586509], [-3.303724, 2.739857, 1.423184], [-0.247000, 2.028839, -0.199477], [-0.617546, -2.395156, -2.056895], [-1.631941, 3.082239, 1.549589], [3.555413, 0.001540, 0.677443]], "forces_ev_per_angstrom": [[0.03, 0.13, 0.75], [-0.49, -0.13, -0.06], [0.03, -0.60, -0.88], [-0.41, -0.88, -0.43], [0.19, 0.21, 1.45], [0.55, 0.19, -0.03], [0.40, -0.23, -1.03], [2.88, 2.76, 2.62], [-0.13, -2.46, -2.26], [-2.66, -1.48, -1.29], [3.82, 1.33, 0.30], [-1.82, 0.71, -5.45], [-0.59, -0.05, -0.30], [-0.54, -0.54, 1.90], [-0.71, -0.16, 2.79], [0.04, -1.86, 0.77], [-0.47, -1.01, -1.92], [-0.50, -0.02, -0.56], [1.08, -0.02, -0.67], [0.00, 0.22, 0.17], [-2.14, 0.45, 1.17], [0.81, 1.04, 0.84], [0.16, 0.89, 1.45], [-1.44, -0.16, -0.95], [1.91, 1.70, 1.61]], "lowdin_charge": [1.163, 0.637, 0.912, -0.260, 0.042, -0.296, 0.070, 0.211, -0.621, -0.501, -0.487, -0.326, -0.175, -0.476, 0.112, 0.006, 0.078, 0.127, 0.103, 0.113, 0.106, 0.131, 0.155, 0.198, -0.021]}